# 1
Here is a 7-piece molecular cluster, C25H55BClN3O19S7 overall at a distorted geometry from the Open Molecules 2025 dataset. Energies are from ωB97M-V/def2-TZVPD.

The molar mass is 972.5 g mol⁻¹. Its HOMO energy is -8.21 eV. The SMILES is CB(O)c1cc(Cl)c(N)c2nsnc12.CCOS(C)(=O)=O.CCOS(C)(=O)=O.CCOS(C)(=O)=O.CCOS(C)(=O)=O.CCOS(C)(=O)=O.CCOS(C)(=O)=O. The value obtained for the total energy is -159232.91925 eV. The spin multiplicity is 1. For the LUMO energy, the calculation gives -1.043 eV.

Each line ends with the Mulliken charge.
Cartesian coordinates (Å):
C1 1.342 -0.747 2.875  -0.86
B1 2.079 0.122 1.710  0.46
O1 2.746 1.348 1.965  -0.57
C2 1.957 -0.495 0.211  -0.12
C3 3.138 -0.753 -0.599  -0.79
C4 2.911 -1.379 -1.979  0.30
Cl1 4.380 -1.737 -2.935  -0.22
C5 1.567 -1.679 -2.434  0.13
N1 1.407 -2.299 -3.736  -0.48
C6 0.321 -1.425 -1.634  0.65
N2 -0.988 -1.680 -1.909  -0.66
S1 -1.883 -1.198 -0.586  0.12
N3 -0.640 -0.653 0.406  -0.47
C7 0.549 -0.811 -0.254  0.67
H1 0.294 -0.346 2.941  0.23
H2 1.950 -0.615 3.812  0.33
H3 1.275 -1.837 2.616  0.24
H4 3.354 1.145 2.708  0.30
H5 4.168 -0.532 -0.211  0.33
H6 2.106 -3.048 -3.841  0.09
H7 0.472 -2.732 -3.724  0.31
O2 3.187 -2.914 -7.915  -0.59
S2 3.856 -1.825 -8.578  1.20
O3 5.238 -1.903 -8.946  -0.66
O4 3.620 -0.489 -7.725  -0.32
C8 3.959 -0.518 -6.333  -0.08
C9 5.454 -0.378 -6.111  -1.09
C10 2.916 -1.358 -9.996  -1.05
H8 3.572 -1.426 -5.864  0.17
H9 3.449 0.326 -5.868  0.24
H10 5.992 -1.255 -6.476  0.28
H11 5.672 -0.265 -5.049  0.39
H12 5.845 0.488 -6.650  0.32
H13 1.874 -1.241 -9.704  0.27
H14 3.010 -2.151 -10.736  0.39
H15 3.315 -0.427 -10.394  0.44
O5 -3.714 4.259 2.670  -0.62
S3 -2.498 4.780 2.111  1.22
O6 -2.477 5.459 0.850  -0.64
O7 -1.393 3.615 2.092  -0.25
C11 -1.723 2.371 1.462  0.06
C12 -1.629 2.465 -0.049  -0.88
C13 -1.712 5.807 3.315  -0.90
H16 -2.713 2.031 1.776  0.32
H17 -1.000 1.638 1.821  -0.11
H18 -2.406 3.118 -0.451  0.41
H19 -1.748 1.479 -0.502  0.20
H20 -0.667 2.883 -0.352  0.25
H21 -1.670 5.271 4.262  0.22
H22 -2.307 6.712 3.421  0.38
H23 -0.712 6.057 2.965  0.34
O8 -3.777 2.706 8.481  -0.68
S4 -3.119 3.821 7.864  1.29
O9 -1.728 3.776 7.516  -0.60
O10 -3.389 5.138 8.745  -0.27
C14 -3.077 5.097 10.143  -0.33
C15 -1.590 5.252 10.394  -0.90
C16 -4.040 4.317 6.442  -0.97
H24 -3.460 4.179 10.596  0.26
H25 -3.608 5.930 10.606  0.27
H26 -1.038 4.384 10.029  0.30
H27 -1.389 5.356 11.461  0.30
H28 -1.198 6.127 9.870  0.30
H29 -5.089 4.413 6.716  0.40
H30 -3.921 3.548 5.679  0.39
H31 -3.646 5.265 6.080  0.25
O11 2.597 -5.652 -4.475  -0.71
S5 1.698 -5.722 -5.594  1.32
O12 0.585 -4.823 -5.718  -0.59
O13 1.160 -7.232 -5.733  -0.29
C17 0.569 -7.853 -4.587  -0.35
C18 -0.855 -7.381 -4.364  -0.96
C19 2.634 -5.677 -7.088  -0.63
H32 1.185 -7.688 -3.699  0.32
H33 0.566 -8.927 -4.782  0.29
H34 -0.878 -6.330 -4.070  0.26
H35 -1.333 -7.964 -3.574  0.39
H36 -1.441 -7.474 -5.280  0.25
H37 3.443 -6.401 -7.021  0.38
H38 3.037 -4.668 -7.195  0.17
H39 1.975 -5.907 -7.924  0.28
O14 0.202 -2.362 -11.694  -0.59
S6 -0.948 -3.202 -11.504  1.18
O15 -1.174 -4.361 -12.315  -0.62
O16 -2.269 -2.288 -11.524  -0.27
C20 -2.480 -1.419 -12.643  -0.32
C21 -3.001 -2.176 -13.850  -0.99
C22 -1.035 -3.674 -9.803  -0.91
H40 -1.565 -0.872 -12.884  0.30
H41 -3.223 -0.683 -12.332  0.28
H42 -2.242 -2.852 -14.248  0.29
H43 -3.285 -1.482 -14.644  0.39
H44 -3.867 -2.784 -13.581  0.27
H45 -0.924 -2.786 -9.184  0.35
H46 -0.222 -4.372 -9.608  0.27
H47 -1.993 -4.158 -9.621  0.38
O17 0.215 2.318 13.292  -0.67
S7 -0.906 2.898 13.971  1.25
O18 -1.394 4.210 13.646  -0.59
O19 -0.657 2.817 15.557  -0.28
C23 0.560 3.357 16.083  -0.34
C24 0.506 4.870 16.183  -0.97
C25 -2.259 1.765 13.904  -0.95
H48 1.416 3.030 15.488  0.32
H49 0.682 2.936 17.082  0.27
H50 0.482 5.328 15.192  0.28
H51 1.381 5.251 16.711  0.38
H52 -0.396 5.191 16.709  0.26
H53 -1.909 0.780 14.209  0.33
H54 -2.618 1.734 12.876  0.36
H55 -3.048 2.119 14.565  0.32

***

# 2
Here is a 11-piece molecular cluster, C35H82O14 overall at a distorted geometry from the Open Molecules 2025 dataset. Energies are from ωB97M-V/def2-TZVPD.

The molar mass is 727.0 g mol⁻¹. Its HOMO energy is -9.37 eV. The SMILES is C1CCOC1.C1CCOC1.C1CCOC1.C1CCOC1.C1CCOC1.COCCOC.COCCOC.COCCOC.CO.CO.CO. The value obtained for the total energy is -66279.27689 eV. The energy above the lowest of the compared OMol25 structures with the same formula, charge and spin is 384.19 kJ/mol. The spin multiplicity is 1. For the LUMO energy, the calculation gives 0.167 eV.

Each line ends with the Mulliken charge.
Cartesian coordinates (Å):
C1 -33.286 -23.009 -11.624  -0.47
C2 -32.567 -22.267 -12.789  -0.46
C3 -33.214 -20.847 -12.827  -0.44
O1 -33.423 -20.679 -11.436  -0.42
C4 -33.885 -21.839 -10.767  -0.35
H1 -32.537 -23.580 -11.075  0.22
H2 -34.016 -23.757 -11.932  0.31
H3 -32.743 -22.714 -13.767  0.29
H4 -31.494 -22.165 -12.626  0.25
H5 -34.097 -20.817 -13.466  0.27
H6 -32.561 -20.063 -13.211  0.29
H7 -34.961 -21.909 -10.608  0.25
H8 -33.458 -21.774 -9.766  0.24
C5 -21.158 -20.645 -8.564  -0.55
C6 -22.025 -21.380 -9.508  -0.49
C7 -22.206 -20.311 -10.616  -0.40
O2 -22.267 -19.091 -9.888  -0.38
C8 -21.810 -19.260 -8.549  -0.40
H9 -20.119 -20.569 -8.885  0.27
H10 -21.131 -21.031 -7.545  0.32
H11 -23.006 -21.563 -9.071  0.24
H12 -21.656 -22.320 -9.917  0.33
H13 -23.114 -20.519 -11.181  0.26
H14 -21.384 -20.271 -11.330  0.27
H15 -22.708 -19.327 -7.935  0.26
H16 -21.184 -18.418 -8.255  0.27
C9 -25.521 -7.449 -19.228  -0.46
C10 -24.845 -7.894 -17.975  -0.45
C11 -25.792 -8.845 -17.323  -0.42
O3 -27.061 -8.285 -17.716  -0.44
C12 -27.001 -7.752 -19.040  -0.34
H17 -25.213 -7.973 -20.133  0.27
H18 -25.278 -6.397 -19.377  0.25
H19 -24.601 -7.068 -17.306  0.25
H20 -23.923 -8.470 -18.062  0.29
H21 -25.669 -8.786 -16.241  0.29
H22 -25.702 -9.892 -17.610  0.27
H23 -27.696 -6.917 -19.122  0.26
H24 -27.379 -8.470 -19.768  0.21
C13 -30.667 -13.358 -21.024  -0.55
C14 -31.570 -14.532 -20.506  -0.47
C15 -30.819 -15.137 -19.315  -0.43
O4 -29.488 -14.661 -19.430  -0.35
C16 -29.534 -13.353 -19.962  -0.45
H25 -31.097 -12.359 -21.103  0.33
H26 -30.305 -13.623 -22.018  0.24
H27 -31.696 -15.285 -21.285  0.25
H28 -32.542 -14.232 -20.116  0.29
H29 -30.764 -16.221 -19.416  0.23
H30 -31.260 -14.872 -18.355  0.30
H31 -28.579 -13.099 -20.422  0.31
H32 -29.783 -12.638 -19.178  0.30
C17 -26.665 -12.252 -9.168  -0.58
C18 -25.789 -12.865 -10.182  -0.43
C19 -24.677 -13.401 -9.287  -0.45
O5 -24.586 -12.477 -8.223  -0.42
C20 -25.782 -11.697 -8.021  -0.35
H33 -27.348 -12.995 -8.756  0.27
H34 -27.333 -11.487 -9.564  0.34
H35 -25.305 -12.150 -10.848  0.25
H36 -26.313 -13.593 -10.801  0.30
H37 -23.713 -13.599 -9.755  0.31
H38 -25.034 -14.326 -8.835  0.25
H39 -25.552 -10.634 -8.094  0.26
H40 -26.257 -11.887 -7.059  0.24
C21 -22.903 -15.689 -21.675  -0.48
O6 -23.232 -16.348 -22.928  -0.51
H41 -23.825 -15.430 -21.155  0.19
H42 -22.376 -16.348 -20.984  0.25
H43 -22.430 -14.718 -21.821  0.25
H44 -22.435 -16.567 -23.416  0.30
C22 -21.825 -12.753 -15.111  -0.45
O7 -21.731 -13.656 -16.154  -0.50
H45 -21.319 -11.829 -15.392  0.20
H46 -22.878 -12.660 -14.846  0.21
H47 -21.350 -13.168 -14.222  0.23
H48 -22.459 -14.279 -16.089  0.31
C23 -26.156 -17.492 -15.298  -0.42
O8 -25.803 -16.394 -16.139  -0.49
H49 -25.559 -18.341 -15.632  0.17
H50 -25.887 -17.274 -14.264  0.20
H51 -27.242 -17.588 -15.313  0.24
H52 -26.523 -16.150 -16.725  0.30
C24 -21.717 -21.406 -16.702  -0.78
O9 -22.547 -22.251 -15.869  -0.23
C25 -22.834 -23.487 -16.525  -0.54
C26 -23.477 -24.373 -15.434  -0.60
O10 -24.722 -23.924 -14.923  -0.27
C27 -25.332 -24.853 -14.053  -0.76
H53 -20.721 -21.839 -16.605  0.31
H54 -21.726 -20.389 -16.310  0.23
H55 -22.089 -21.403 -17.726  0.31
H56 -21.950 -23.950 -16.963  0.38
H57 -23.516 -23.383 -17.369  0.34
H58 -22.761 -24.502 -14.622  0.33
H59 -23.559 -25.390 -15.819  0.42
H60 -25.511 -25.807 -14.549  0.31
H61 -26.347 -24.596 -13.748  0.26
H62 -24.783 -24.900 -13.112  0.30
C28 -30.334 -23.740 -3.235  -0.76
O11 -29.403 -23.358 -4.311  -0.33
C29 -29.732 -22.052 -4.800  -0.44
C30 -28.904 -21.699 -6.056  -0.36
O12 -29.218 -20.364 -6.442  -0.33
C31 -28.725 -19.968 -7.741  -0.73
H63 -31.374 -23.822 -3.552  0.32
H64 -30.405 -23.077 -2.373  0.31
H65 -30.112 -24.749 -2.885  0.28
H66 -29.640 -21.336 -3.984  0.33
H67 -30.769 -21.976 -5.125  0.28
H68 -29.235 -22.300 -6.903  0.27
H69 -27.842 -21.876 -5.885  0.31
H70 -29.281 -20.380 -8.583  0.29
H71 -27.672 -20.202 -7.892  0.29
H72 -28.949 -18.920 -7.940  0.29
C32 -30.125 -24.229 -18.693  -0.70
O13 -29.452 -23.337 -19.600  -0.31
C33 -29.328 -21.943 -19.147  -0.55
C34 -28.517 -21.120 -20.115  -0.50
O14 -29.282 -20.953 -21.359  -0.29
C35 -28.688 -19.964 -22.161  -0.66
H73 -30.127 -25.204 -19.180  0.25
H74 -31.154 -23.913 -18.522  0.29
H75 -29.498 -24.395 -17.817  0.27
H76 -28.954 -21.920 -18.123  0.41
H77 -30.355 -21.580 -19.117  0.30
H78 -27.604 -21.692 -20.280  0.28
H79 -28.154 -20.203 -19.651  0.42
H80 -28.572 -19.055 -21.572  0.24
H81 -29.257 -19.767 -23.070  0.26
H82 -27.670 -20.204 -22.470  0.30